71
Properties=species:S:1:pos:R:3:mulliken_charge:R:1 method="wB97M-V/def2-TZVPD" mol_weight_g_mol=568.2 largest_force_ev_per_a=6.2 total_energy_ev=-63743.90376 orbital_gap_ev="4.4 / 4.5" total_charge=+4
H 2.86764 -2.95676 -0.48250 0.181
H 3.22822 -1.79681 2.07257 0.241
H -3.21435 2.61536 -0.32288 0.398
H 5.11538 0.22061 -0.68517 0.501
O 1.79422 1.97636 1.77583 -0.167
H -3.66018 -1.50374 1.93626 0.499
H -0.80843 -0.73611 4.48013 0.437
C -2.99644 -2.32881 1.65454 -1.051
H 2.22516 -4.29795 3.09517 0.468
H -0.17302 -2.83567 5.39304 0.341
H 1.39102 -3.57741 1.67515 0.023
H -0.75140 -3.85490 0.50280 0.012
P -2.24168 -2.00744 0.04431 0.760
H -2.20602 -2.40861 2.40977 0.159
P -0.79624 2.81535 -0.32992 0.510
O 0.36819 -1.53423 1.71774 -0.024
H -2.55698 2.40432 -1.96089 0.249
C -2.46543 2.98271 -1.03341 -1.237
H -4.32346 -2.85413 -0.79531 0.501
H 0.07035 3.45265 -2.53234 0.293
Sn 0.04974 -0.12175 -1.34750 1.412
C 0.85804 0.80959 -3.39081 -0.875
H -2.24401 -4.37572 -0.35601 0.555
H 0.90953 -0.22435 4.53161 0.443
C 1.50918 -0.42649 -3.23747 -0.495
C -1.30488 -0.32437 -3.31977 -0.909
C 0.43473 -1.61707 2.96650 0.333
H -0.17439 0.39564 3.27030 0.039
C 1.27027 -3.89741 2.71782 -0.894
H 4.54216 -2.30857 -0.57786 0.560
C 0.16463 3.82840 -1.50457 -1.186
C 3.49076 -2.12495 -0.83939 -1.278
H -4.20303 -1.06367 -1.00946 0.364
C -1.95959 0.54268 0.85000 -0.273
H 4.71536 -0.91002 1.60173 0.592
O -2.53774 0.91017 1.78446 -0.140
H -1.37640 4.81768 0.84492 0.491
H 0.51295 -4.70032 2.76246 0.386
C 3.62196 -0.86119 1.66259 -1.091
H 1.44570 1.73106 -3.45001 0.678
H -3.55405 -3.27245 1.59822 0.542
P 2.96085 -0.59390 -0.00034 0.817
C 4.10170 0.64904 -0.69240 -1.142
H -1.06603 1.82188 -3.52636 1.047
C 0.84020 -2.97666 4.98988 -1.000
H 4.06041 1.56074 -0.07889 0.392
H -0.22346 4.85534 -1.44300 0.522
H 3.37396 -2.05882 -1.92818 0.373
H 2.59919 -0.46211 -3.20228 1.056
H 0.13173 4.08304 1.50827 0.451
C 0.06893 -0.47750 3.87320 -1.321
C -3.66810 -2.02130 -1.09387 -1.169
C -1.45556 -3.61392 -0.30098 -0.911
C -0.55308 0.86451 -3.42633 -0.610
H -0.89765 -3.59622 -1.24409 0.239
H -2.63230 4.04685 -1.24570 0.525
C 0.75571 -1.61247 -3.10580 -0.944
C -0.87893 3.87981 1.13088 -0.993
H 1.16734 -4.00069 5.19227 0.396
N 0.86558 -2.76280 3.54886 0.363
C -0.64722 -1.55843 -3.16107 -0.438
H 1.22734 3.81356 -1.23056 0.340
H 3.32020 -0.04540 2.32670 0.378
H 3.80426 0.90501 -1.72052 0.298
H -3.33629 -2.14116 -2.13631 0.355
H -1.45218 3.37911 1.92275 0.318
H -1.22865 -2.47885 -3.07402 1.040
H 1.51138 -2.27395 5.50282 0.340
C 1.35218 1.50967 0.81580 -0.362
H 1.25866 -2.56853 -2.94702 0.661
H -2.39672 -0.27813 -3.33275 0.629